Molecular formula: C37H63F4N9O12
Method: DFT, ωB97M-V/def2-TZVPD

- LUMO: -1.44 eV
- Frontier orbital gap: 7.28 eV
- SMILES string: CCCCCCCC1=C(N(C(=O)F)C(=O)F)C(=O)C(CCN)=C(N(C(=O)F)C(=O)F)C1=O.CN(C)C=O.CN(C)C=O.CN(C)C=O.CN(C)C=O.CN(C)C=O.CN(C)C=O

Structure (XYZ):
```
125
Properties=species:S:1:pos:R:3:mulliken_charge:R:1
C -0.4925 0.9520 -5.3053 -0.99
C 0.7207 0.0637 -5.6584 -0.52
C 1.1657 -0.8875 -4.5290 1.71
C 1.2870 -2.3316 -5.0114 -0.89
C -0.0751 -2.9029 -5.4311 -0.90
C -0.8446 -3.6208 -4.3028 -1.20
C -2.0993 -2.8531 -3.8322 -0.62
C -2.1727 -2.4572 -2.3743 -0.31
C -3.3166 -2.4982 -1.6813 -0.40
N -4.5661 -2.9404 -2.2424 0.32
C -5.6664 -2.2165 -1.7559 0.76
O -5.7888 -1.0427 -1.7882 -0.46
F -6.5995 -3.0192 -1.2508 -0.26
C -4.7427 -4.3635 -2.2057 0.53
O -4.1361 -5.1312 -1.5491 -0.40
F -5.6642 -4.7158 -3.0977 -0.25
C -3.3357 -2.0572 -0.2607 -0.92
O -4.0323 -2.5933 0.5738 -0.67
C -2.4405 -0.9093 0.0497 2.06
C -2.9090 0.0761 1.0630 -0.27
C -2.9436 1.5405 0.5570 -0.70
N -4.1330 2.2499 1.0372 -0.67
C -1.2654 -0.8908 -0.5919 0.31
N -0.2933 0.1244 -0.2746 0.92
C 0.2293 0.0720 1.0298 0.09
O 0.0039 -0.7165 1.8836 -0.30
F 1.0387 1.1101 1.2117 -0.28
C 0.7421 0.3659 -1.2335 0.34
O 1.8105 -0.1325 -1.2622 -0.32
F 0.3492 1.2878 -2.1028 -0.29
C -0.9783 -1.9816 -1.5826 0.16
O 0.1193 -2.4819 -1.6769 -0.57
H -0.1816 1.9677 -5.0776 0.35
H -1.2343 0.9660 -6.1002 0.32
H -1.0000 0.5507 -4.4257 -0.03
H 1.5635 0.7015 -5.8979 0.32
H 0.4790 -0.4905 -6.5591 0.26
H 0.4469 -0.8827 -3.7050 -1.66
H 2.1321 -0.5545 -4.1733 0.65
H 1.9540 -2.3512 -5.8754 0.04
H 1.7405 -2.9729 -4.2599 0.40
H -0.6839 -2.1086 -5.8581 0.47
H 0.0788 -3.6122 -6.2446 0.52
H -1.1886 -4.5640 -4.7226 0.41
H -0.1981 -3.8711 -3.4716 0.67
H -2.9691 -3.4799 -4.0029 0.49
H -2.2584 -1.9492 -4.4201 0.46
H -2.3272 0.0142 1.9746 -0.78
H -3.9327 -0.1957 1.3091 0.83
H -2.0746 2.0283 0.9891 0.30
H -2.9328 1.6002 -0.5271 0.51
H -4.5169 1.8280 1.8696 0.26
H -4.8334 2.2940 0.3131 0.28
C -2.0975 3.9807 6.2446 -0.98
N -2.3456 3.1491 5.0803 0.30
C -3.7163 2.7887 4.7434 -0.80
C -1.3612 2.6965 4.2979 0.00
O -1.5356 1.9963 3.3132 -0.61
H -2.4674 3.4909 7.1453 0.33
H -2.6038 4.9394 6.1425 0.44
H -1.0278 4.1529 6.3513 0.24
H -3.8345 1.7032 4.7482 0.28
H -3.9631 3.1551 3.7457 0.28
H -4.3902 3.2319 5.4718 0.35
H -0.3571 3.0147 4.6266 0.26
C 3.5492 0.2267 3.1932 -0.81
N 4.5421 -0.8295 3.1489 0.16
C 4.0978 -2.2115 3.1216 -0.62
C 5.8649 -0.5826 3.1302 0.11
O 6.7243 -1.4413 3.0865 -0.59
H 2.9338 0.1263 4.0896 0.30
H 2.9071 0.1716 2.3175 0.22
H 4.0381 1.1985 3.2096 0.31
H 4.4894 -2.7531 3.9832 0.33
H 4.4617 -2.7057 2.2211 0.02
H 3.0107 -2.2397 3.1375 0.27
H 6.1048 0.4943 3.1537 0.27
C -1.2661 8.8839 9.4442 -0.93
N -1.7339 7.7403 8.6864 0.12
C -1.0704 7.3965 7.4413 -0.88
C -2.7681 6.9843 9.1001 0.12
O -3.2069 6.0174 8.5076 -0.53
H -1.3465 9.7947 8.8478 0.33
H -0.2234 8.7464 9.7368 0.33
H -1.8680 9.0007 10.3424 0.30
H -1.7783 7.4285 6.6124 0.30
H -0.6604 6.3881 7.4986 0.24
H -0.2656 8.1027 7.2556 0.39
H -3.1997 7.3326 10.0535 0.23
C 5.2406 -3.3216 -0.5848 -0.90
N 5.1235 -2.7830 -1.9244 0.17
C 6.2392 -2.9120 -2.8451 -0.99
C 4.0065 -2.1615 -2.3477 0.47
O 3.8562 -1.7004 -3.4639 -0.65
H 6.0646 -2.8450 -0.0492 0.44
H 5.4201 -4.3983 -0.6202 0.36
H 4.3167 -3.1402 -0.0398 0.14
H 6.5795 -1.9272 -3.1667 0.29
H 5.9355 -3.4701 -3.7314 0.27
H 7.0552 -3.4328 -2.3507 0.40
H 3.2185 -2.1077 -1.5807 -0.03
C -1.6372 -2.7522 3.9446 -0.85
N -2.8416 -1.9800 4.1843 0.19
C -4.1199 -2.6610 4.3042 -1.05
C -2.8118 -0.6406 4.3025 -0.21
O -3.7888 0.0600 4.5032 -0.75
H -1.7188 -3.3135 3.0112 0.29
H -1.4715 -3.4513 4.7676 0.42
H -0.7875 -2.0782 3.8743 0.20
H -4.8072 -2.3047 3.5380 0.29
H -4.5628 -2.4623 5.2809 0.33
H -3.9684 -3.7307 4.1848 0.40
H -1.7958 -0.2205 4.2025 0.57
C 5.0516 -0.2725 -10.1214 -0.92
N 4.0814 -0.0988 -9.0611 0.16
C 4.4424 -0.4475 -7.6947 -0.81
C 2.8427 0.3778 -9.2888 0.10
O 2.0078 0.5330 -8.4201 -0.55
H 5.3521 -1.3197 -10.1964 0.32
H 5.9395 0.3338 -9.9300 0.32
H 4.6178 0.0347 -11.0707 0.30
H 3.7737 -1.2170 -7.3085 0.16
H 4.3572 0.4241 -7.0456 0.28
H 5.4654 -0.8142 -7.6759 0.39
H 2.6526 0.6153 -10.3498 0.24
```


Molecular formula: C2H3P3
Method: DFT, ωB97M-V/def2-TZVPD

- LUMO (alpha / beta): -1.10 / -1.09 eV
- ΔE to the lowest compared entry with this formula, charge and spin: 83.51 kcal/mol
- Frontier orbital gap (alpha / beta): 6.70 / 6.70 eV
- SMILES string: C1PC2=P#P12

Structure (XYZ):
```
8
Properties=species:S:1:pos:R:3:nbo_charge:R:1
C -1.2702 0.5082 0.3488 -1.03
P 0.2075 -0.6217 0.1276 0.57
C 0.2451 0.4544 -1.7300 -1.00
P 1.2077 1.7162 -1.7113 0.42
P -0.9236 1.6525 -1.3473 0.58
H -2.2082 -0.0953 0.4431 0.25
H -1.0286 1.1615 1.2534 0.24
H 1.2513 0.2609 0.7513 -0.04
```


Molecular formula: C44H58BCl3N7O9P2S3SiTeY
Method: DFT, ωB97M-V/def2-TZVPD

- LUMO (alpha / beta): 3.40 / 3.40 eV
- ΔE to the lowest compared entry with this formula, charge and spin: 46.32 kcal/mol
- Total charge: -2
- Frontier orbital gap (alpha / beta): 4.88 / 4.88 eV

Structure (XYZ):
```
130
Properties=species:S:1:pos:R:3:mulliken_charge:R:1
Y -0.6344 -1.1404 0.6704 -4.23
C 1.5638 -1.1167 -4.4920 -1.89
C 2.8037 -1.0537 -3.5858 2.43
C 3.0297 -2.4465 -2.9900 -1.90
C 4.0293 -0.7445 -4.4491 -2.10
P 2.2994 0.2175 -2.2389 -0.07
C 3.0894 -0.5235 -0.7204 -0.75
N 2.6327 0.0504 0.5353 1.25
B 1.2491 0.1664 1.0429 5.71
N 1.4729 0.8932 2.3020 0.71
C 0.4967 1.3052 3.3011 -1.50
P -1.1372 1.7437 2.5057 1.32
C -0.8297 3.5603 2.0910 1.97
C -0.4041 4.4971 3.2307 -1.86
C -2.0916 4.1006 1.4105 -1.56
C 0.3069 3.5503 1.0591 -1.46
C -2.3650 1.6561 3.9490 2.67
C -2.5504 2.9058 4.8080 -2.25
C -1.9967 0.5099 4.8861 -1.70
C -3.7056 1.3159 3.2752 -1.78
C 2.8205 1.0973 2.5348 0.24
C 3.4824 1.6487 3.6220 -0.88
C 4.8766 1.7002 3.6042 -1.01
C 5.5879 1.2042 2.5190 -0.92
C 4.9269 0.6420 1.4254 -0.71
C 3.5397 0.5887 1.4339 0.68
C 3.2912 1.8053 -2.4693 2.77
C 2.7079 2.5102 -3.7038 -1.86
C 4.8241 1.7316 -2.5599 -1.80
C 2.9232 2.6699 -1.2516 -2.04
H 1.7281 -1.8283 -5.3108 0.46
H 0.6844 -1.4336 -3.9269 0.31
H 1.3365 -0.1392 -4.9243 0.36
H 3.1832 -3.1579 -3.8101 0.51
H 3.9154 -2.4816 -2.3528 0.39
H 2.1769 -2.8006 -2.4095 0.35
H 4.0986 -1.5124 -5.2292 0.53
H 3.9710 0.2198 -4.9494 0.32
H 4.9527 -0.7810 -3.8691 0.37
H 2.8376 -1.5812 -0.7369 -1.02
H 4.1761 -0.4543 -0.7766 0.24
H 0.3220 0.5000 4.0168 0.43
H 0.8949 2.1563 3.8569 -0.08
H -1.2535 4.8841 3.7892 0.43
H 0.2881 4.0332 3.9361 0.14
H 0.1136 5.3540 2.7886 0.48
H -2.9524 4.1290 2.0826 0.30
H -1.9032 5.1213 1.0575 0.50
H -2.3766 3.4946 0.5478 -0.03
H 1.2541 3.2237 1.4930 0.21
H 0.0653 2.8955 0.2205 -0.75
H 0.4413 4.5662 0.6708 0.99
H -1.6197 3.2254 5.2789 0.33
H -2.9680 3.7378 4.2412 0.34
H -3.2621 2.6643 5.6061 0.56
H -1.1451 0.7534 5.5246 0.38
H -2.8529 0.2920 5.5328 0.49
H -1.7703 -0.4047 4.3474 -0.37
H -3.9868 2.0359 2.5008 0.37
H -3.6583 0.3291 2.8114 -0.13
H -4.5039 1.2950 4.0269 0.58
H 2.9340 2.0157 4.4803 0.48
H 5.4065 2.1215 4.4500 0.36
H 6.6709 1.2438 2.5213 0.39
H 5.5027 0.2470 0.5988 0.44
H 2.7565 1.9035 -4.6086 0.32
H 1.6584 2.7673 -3.5367 0.14
H 3.2586 3.4395 -3.8914 0.55
H 5.1707 1.6339 -3.5881 0.43
H 5.2536 2.6544 -2.1555 0.46
H 5.2433 0.9052 -1.9814 0.17
H 1.8614 2.5902 -1.0149 0.08
H 3.4941 2.3913 -0.3630 0.21
H 3.1445 3.7193 -1.4782 0.84
O -2.1266 -2.1726 -3.2803 -0.71
C -1.7099 -3.4485 -3.3437 0.16
C -2.3530 -4.2648 -4.2790 -0.69
C -1.9853 -5.5854 -4.4303 -0.38
C -0.9667 -6.1281 -3.6498 -0.80
C -0.3390 -5.3299 -2.7134 -0.68
C -0.6902 -3.9898 -2.5423 0.04
C -0.0356 -3.1689 -1.4901 0.69
O -0.2680 -1.8922 -1.4502 0.77
N 0.7513 -3.8072 -0.6715 -0.70
N 1.1374 -3.0306 0.4165 0.86
C 2.1908 -3.4185 1.0014 -0.50
S 2.7880 -2.5917 2.4247 0.00
C 3.7326 -4.0311 2.9737 -0.63
C 4.3926 -4.6192 1.7401 -0.64
S 3.1239 -4.8115 0.4533 -0.07
H -1.5760 -1.6812 -2.6291 -0.15
H -3.1463 -3.8276 -4.8716 0.47
H -2.4974 -6.2009 -5.1612 0.37
H -0.6817 -7.1664 -3.7616 0.40
H 0.4383 -5.7279 -2.0753 0.50
H 3.0579 -4.7465 3.4449 0.29
H 4.4647 -3.6801 3.7010 0.46
H 4.8128 -5.6069 1.9343 0.41
H 5.1768 -3.9559 1.3741 0.23
Te -1.6347 1.3463 -1.4996 -0.12
C -1.5464 3.0552 -2.7144 0.49
C -2.2067 3.2107 -3.9051 -0.52
C -2.0741 4.5147 -4.4651 -0.51
C -1.3125 5.3425 -3.6953 -0.65
S -0.7685 4.5299 -2.2855 0.02
H -2.7828 2.4096 -4.3459 0.43
H -2.5272 4.8188 -5.4002 0.35
H -1.0376 6.3695 -3.8810 0.40
Cl -0.8157 -4.6855 2.5179 -0.41
Si -1.1500 -2.6737 3.0934 0.70
Cl -3.2369 -2.7170 3.5395 -0.35
Cl -0.3385 -2.7768 5.0807 -0.47
O -8.8267 -0.7850 1.3114 -0.67
N -8.0305 -1.6972 1.1784 1.06
O -8.3205 -2.8735 1.3324 -0.67
C -6.6604 -1.3589 0.8107 -0.74
C -6.3180 -0.0100 0.5938 -0.49
C -5.0494 0.2997 0.1958 -0.88
C -4.0050 -0.7021 0.2469 0.18
O -2.7923 -0.3503 0.2480 1.10
C -4.4495 -2.0498 0.3594 -0.52
C -5.7694 -2.3757 0.6357 -0.42
N -3.5248 -3.1284 0.1847 0.68
O -3.9365 -4.2383 0.0002 -0.71
O -2.3302 -2.8937 0.2147 -0.29
N -4.7328 1.5998 -0.2294 1.08
O -4.0341 1.6959 -1.3237 -0.60
O -5.1420 2.6254 0.4282 -0.76
H -7.0542 0.7734 0.6901 0.62
H -6.0650 -3.4062 0.7564 0.63
```


Molecular formula: C28H49BrCoNOP3
Method: DFT, ωB97M-V/def2-TZVPD

- LUMO (alpha / beta): -7.69 / -7.42 eV
- ΔE to the lowest compared entry with this formula, charge and spin: 0.00 kcal/mol
- Total charge: +2
- Frontier orbital gap (alpha / beta): 4.08 / 4.35 eV
- Spin multiplicity: 4

Structure (XYZ):
```
84
Properties=species:S:1:pos:R:3:mulliken_spin:R:1
N -5.8591 4.1560 -5.3235 0.09
C -5.7928 4.5739 -4.0674 -0.04
C -5.1629 3.8044 -3.0869 0.09
C -4.4847 2.5987 -3.4121 0.06
C -4.5480 2.2303 -4.8053 0.08
C -5.2810 3.0240 -5.7056 -0.04
C -3.7134 1.9597 -2.3591 0.19
Co -2.1655 0.0376 -1.1384 2.45
P 4.3283 -0.7041 -0.8498 0.00
C -2.5709 1.1278 -2.6395 -0.14
C -1.2045 1.7435 -2.4502 -0.05
C -0.1330 1.5076 -3.3667 0.03
C 1.0806 2.1872 -3.2544 0.00
C 1.4018 2.9155 -2.0672 0.00
C 0.3713 3.0111 -1.0997 -0.01
C -0.9273 2.5696 -1.3394 0.03
Br 3.0030 3.7839 -1.7628 0.00
H -3.9809 2.1901 -1.3069 0.02
H -2.6884 0.3600 -3.4214 0.01
H -5.1323 4.2095 -2.0822 0.00
H -4.0351 1.3672 -5.2181 0.01
H -6.2804 5.5282 -3.8254 0.00
H -5.4190 2.7363 -6.7542 0.00
H -0.3693 0.9006 -4.2369 0.00
H -1.7595 2.8179 -0.6562 -0.01
H 1.8134 2.0655 -4.0473 0.00
H 0.5499 3.5399 -0.1593 0.00
P -1.3075 -1.9041 -1.6307 0.08
C 4.5823 1.0964 -0.7905 0.00
C 6.0021 1.4293 -1.2249 0.00
H 4.3965 1.4707 0.2314 0.00
H 3.8419 1.5164 -1.4829 0.00
H 6.1822 2.5091 -1.1560 0.00
H 6.7078 0.9100 -0.5656 0.00
H 6.1586 1.1039 -2.2611 0.00
C 3.7198 -1.0474 -2.5420 0.00
C 4.7082 -1.9434 -3.3099 0.00
H 3.5613 -0.0949 -3.0723 0.00
H 2.7509 -1.5564 -2.4326 0.00
H 4.3808 -2.0628 -4.3503 0.00
H 5.7223 -1.5228 -3.3159 0.00
H 4.7648 -2.9436 -2.8584 0.00
C 3.0738 -0.9432 0.4269 0.00
C 3.7271 -1.6276 1.6427 0.00
H 2.2950 -1.5795 -0.0259 0.00
H 2.6595 0.0391 0.6979 0.00
H 3.0054 -2.2819 2.1474 0.00
H 4.5879 -2.2378 1.3317 0.00
H 4.0932 -0.8906 2.3668 0.00
C -1.0956 -3.0667 -0.2359 0.00
C -1.8092 -4.4151 -0.1423 0.01
H -1.3507 -2.4748 0.6518 0.01
H -0.0093 -3.2332 -0.1911 0.00
H -2.8784 -4.3201 0.0862 0.00
H -1.6906 -5.0219 -1.0473 0.00
H -1.3552 -4.9725 0.6927 0.00
C 0.1590 -2.0560 -2.6628 0.01
C -0.0356 -2.1492 -4.1727 0.00
H 0.6888 -2.9431 -2.2805 0.00
H 0.7745 -1.1765 -2.4273 0.01
H -0.8923 -2.7793 -4.4387 0.00
H -0.1807 -1.1608 -4.6264 0.00
H 0.8647 -2.5866 -4.6280 0.00
C -2.7858 -2.3392 -2.5366 0.00
C -4.0037 -1.8763 -1.7148 0.05
H -2.7480 -3.4249 -2.7035 0.00
H -2.7521 -1.8459 -3.5200 0.00
H -4.7249 -1.3462 -2.3555 0.00
H -4.5135 -2.7385 -1.2558 0.00
H -3.7605 -1.1713 -0.8749 -0.01
C -1.1082 -1.4103 2.7674 0.00
P -1.5362 0.1982 2.1126 0.01
C -2.8689 0.9787 3.0188 0.00
C -0.0710 1.1788 2.2602 0.00
O -2.0212 0.0703 0.6819 0.04
H -0.0806 -1.6526 2.4632 0.00
H -1.7906 -2.1983 2.4403 0.00
H -1.1579 -1.3204 3.8559 0.00
H -2.6951 0.7865 4.0859 0.00
H -2.8383 2.0633 2.8017 0.00
H -3.8386 0.5644 2.6918 0.00
H 0.7600 0.7660 1.6825 0.00
H -0.2528 2.2099 1.9485 0.00
H 0.1582 1.1371 3.3356 0.00
```